5
Properties=species:S:1:pos:R:3:forces:R:3:mulliken_charge:R:1 method="wB97M-V/def2-TZVPD" relative_energy_ev=0.1591 homo_lumo_gap_ev=7.549 e_tot_ev=-12932.5548 lumo_energy_ev=4.718 e_homo_ev=-2.8319 total_charge=-1
S -0.63080 0.78876 -0.58812 0.06 0.03 -0.16 -0.8980
H -1.39855 1.37967 0.34377 0.06 -0.12 0.03 -0.0396
H 0.55185 -1.24004 0.21334 0.57 -0.49 1.40 0.2753
H 1.53715 -0.66642 1.08626 0.97 1.99 0.61 0.3090
O 1.17529 -1.51168 0.97081 -1.66 -1.42 -1.88 -0.6466